[1]
A 2-piece molecular cluster, H3O2PS overall, computed with ωB97M-V/def2-TZVPD.

```
7
Properties=species:S:1:pos:R:3:forces:R:3
O -0.175615 1.231283 0.429616 0.96 -0.21 -1.75
O -0.543534 -1.081662 1.038111 1.22 -0.01 -0.58
P 0.459404 -0.292469 0.025381 -0.64 1.29 -0.58
S 2.412116 -0.589412 -0.019995 -2.13 0.21 0.38
H -0.063234 1.939160 -0.279135 0.04 -1.50 1.23
H -1.380715 -0.600217 1.068278 -0.07 0.04 0.06
H -0.708420 -0.606680 -2.262256 0.62 0.18 1.25
```
Positions in Å, forces in eV/Å.

Summary:
HOMO-LUMO gap (spin up / spin down) = 8.24 / 7.87 eV
ΔE to the lowest compared entry with this formula, charge and spin = 354.67 kJ/mol

---

[2]
One molecule with the formula C8H17NSi, computed with ωB97M-V/def2-TZVPD.

```
27
Properties=species:S:1:pos:R:3:forces:R:3
C -2.323023 -0.033815 -0.334028 -1.32 1.42 0.68
C -2.071724 -0.911282 0.605765 -0.11 -0.08 0.50
C 0.124973 -1.441953 -0.066903 -2.97 -1.74 2.83
C -3.393207 1.026249 -0.310518 1.21 -2.82 0.86
C 0.940971 -2.705005 -0.196027 0.55 0.91 -4.20
C 2.946831 0.211664 -0.222789 -2.25 1.54 -1.16
C 0.973550 0.894736 1.839019 -1.10 -0.19 -0.97
C 0.511846 1.748251 -1.311504 -0.62 -1.00 3.01
N -1.072900 -1.817621 0.465520 4.36 0.63 -1.69
Si 1.020626 0.371438 -0.068675 0.85 0.65 1.37
H -1.743619 -0.134544 -1.168816 1.48 -0.09 -2.24
H -2.667831 -1.107097 1.472875 -0.51 0.35 0.50
H -3.063948 1.722288 0.400001 -0.21 1.45 0.89
H -3.544097 1.394182 -1.264551 -0.48 1.05 -1.72
H -4.200960 0.411609 0.012155 -1.42 0.48 0.44
H 0.883029 -2.966701 -1.344225 -0.37 -0.02 1.85
H 0.662186 -3.555413 0.386533 -0.35 -0.17 0.41
H 1.982917 -2.496579 -0.217543 1.13 0.05 0.83
H 3.291314 -0.725905 -0.311920 0.84 -4.08 0.37
H 3.361413 0.517458 -1.174263 0.01 1.30 -0.10
H 3.400166 0.598935 0.654112 0.52 0.87 0.48
H 0.152470 0.345541 2.301679 -0.38 0.42 0.10
H 1.820056 0.481244 2.331351 1.08 -0.52 0.14
H 0.975196 1.955987 2.144895 -0.35 -0.37 -0.55
H 0.043895 2.620057 -0.921181 -0.33 0.75 1.44
H 1.276595 2.171368 -1.837019 2.29 0.41 -1.84
H -0.286730 1.424919 -1.863947 -1.57 -1.21 -2.23
```
Positions in Å, forces in eV/Å.

Summary:
SMILES string = C/C=C/N=C(/C)[Si](C)(C)C
HOMO-LUMO gap = 8.87 eV
ΔE to the lowest compared entry with this formula, charge and spin = 224.79 kJ/mol

---

[3]
C35H55CsN7OS3 as an isolated structure, computed with ωB97M-V/def2-TZVPD.

```
102
Properties=species:S:1:pos:R:3:forces:R:3
Cs 1.083040 0.458713 -1.630935 -0.23 0.04 0.11
C 3.132303 -3.188992 4.772619 0.01 0.02 -0.02
C 2.394416 -1.886958 5.113141 0.00 0.00 0.00
C 3.381395 -0.942615 5.799727 -0.02 0.00 0.00
C 1.243870 -2.188579 6.083494 0.01 0.00 -0.01
C 1.817002 -1.278494 3.838463 0.00 0.01 0.01
C 2.094853 0.012805 3.418161 0.01 -0.07 -0.03
C 1.538732 0.470145 2.229563 0.05 -0.02 -0.03
N 0.735063 -0.253001 1.464786 -0.11 0.05 0.19
C 0.435654 -1.490397 1.868960 0.02 0.00 -0.03
C 0.962493 -2.030020 3.033252 -0.01 -0.04 0.01
C -0.487227 -2.266972 0.978231 -0.02 0.02 -0.02
C -1.078520 -3.461019 1.390539 0.00 -0.03 0.05
C -1.909553 -4.167698 0.532322 0.00 0.01 0.01
C -2.123808 -3.616087 -0.729258 -0.01 0.04 0.12
C -1.522150 -2.411878 -1.044984 0.00 -0.05 -0.16
N -0.716101 -1.748930 -0.225102 -0.02 -0.09 0.08
C -2.584709 -5.478345 0.924371 0.01 0.00 0.00
C -2.169848 -5.949818 2.318361 -0.01 0.01 -0.01
C -4.105936 -5.275734 0.908814 0.00 0.00 0.00
C -2.202149 -6.566381 -0.088245 0.01 0.01 0.00
H 3.565246 -3.618769 5.678579 0.00 0.00 0.00
H 3.937982 -2.999927 4.061600 0.00 -0.01 0.00
H 2.465045 -3.932430 4.335774 0.00 0.00 0.00
H 3.800778 -1.434373 6.679366 0.00 0.00 0.00
H 2.894761 -0.023820 6.132252 0.00 0.01 -0.01
H 4.205118 -0.675733 5.136181 0.01 0.00 0.01
H 1.633660 -2.619553 7.008610 0.00 0.00 0.00
H 0.534690 -2.896189 5.651144 0.00 0.00 0.01
H 0.699454 -1.275356 6.331618 0.00 0.00 0.01
H 2.756258 0.664929 3.968868 0.01 0.00 -0.01
H 1.757756 1.472493 1.880526 0.01 0.00 0.00
H 0.727060 -3.048453 3.309422 0.00 0.00 0.00
H -0.891550 -3.828876 2.387389 -0.01 -0.01 0.00
H -2.759165 -4.100257 -1.458902 0.00 0.00 -0.01
H -1.691340 -1.952626 -2.014597 0.04 -0.04 0.07
H -2.471508 -5.239790 3.090808 0.01 0.00 0.00
H -1.090533 -6.098578 2.385874 0.00 -0.01 0.00
H -2.653689 -6.903423 2.536565 0.00 0.00 0.00
H -4.400714 -4.510237 1.629087 0.00 0.00 0.00
H -4.612071 -6.208002 1.169399 0.00 0.00 0.00
H -4.454879 -4.963065 -0.075837 -0.01 -0.01 0.00
H -1.119565 -6.699457 -0.122641 0.00 -0.01 0.00
H -2.541491 -6.318925 -1.094048 0.00 0.00 0.00
H -2.657680 -7.517152 0.196628 -0.01 0.00 -0.01
S 2.220236 2.903107 -3.325890 0.22 0.43 -0.17
C 2.819463 2.452141 -4.928055 -0.02 -0.03 0.00
C 3.304283 3.476689 -5.755903 -0.01 0.01 0.01
C 3.816074 3.243511 -7.021255 -0.01 -0.02 0.01
C 3.854206 1.939222 -7.500883 0.00 0.00 0.01
C 3.373784 0.912028 -6.707258 -0.02 -0.01 -0.02
C 2.843107 1.118655 -5.422378 0.02 0.07 -0.02
S 2.250755 -0.285822 -4.537689 0.19 -0.12 -0.11
H 3.269542 4.485564 -5.361120 0.01 0.00 -0.01
H 4.182182 4.067531 -7.624286 0.00 0.01 0.01
H 4.255220 1.722710 -8.485524 -0.01 -0.01 0.00
H 3.396499 -0.107793 -7.073340 0.00 0.00 0.00
C -3.594688 0.242202 -0.476603 -0.03 0.02 -0.02
N -2.866834 0.988708 -1.476659 0.02 -0.08 0.16
C -2.310901 2.200229 -0.910902 0.13 -0.11 0.01
C -3.669723 1.223416 -2.656252 0.06 -0.01 -0.14
C -2.883172 1.839316 -3.819462 0.01 -0.05 0.09
N -1.569832 1.265323 -3.991992 0.07 -0.06 0.10
C -1.605374 -0.135039 -4.359907 -0.01 -0.02 0.11
C -0.746631 2.024996 -4.919012 -0.07 0.15 -0.15
H -4.472900 0.792486 -0.087715 0.00 0.01 0.00
H -2.935334 0.013163 0.361948 0.01 0.00 0.01
H -3.949086 -0.700992 -0.898548 -0.01 0.00 0.01
H -3.093732 2.873540 -0.510018 0.00 0.02 -0.06
H -1.720269 2.734144 -1.654531 -0.01 0.00 0.00
H -1.644784 1.935500 -0.088366 -0.01 0.05 0.05
H -4.531420 1.884544 -2.434643 -0.01 -0.02 -0.02
H -4.087026 0.259846 -2.962412 0.00 0.00 -0.01
H -2.761282 2.913415 -3.655868 0.03 -0.03 0.00
H -3.508795 1.729897 -4.727621 0.01 0.04 -0.03
H -2.164029 -0.312397 -5.297992 0.00 0.02 -0.01
H -2.076939 -0.719190 -3.565107 -0.07 0.05 -0.06
H -0.582227 -0.495728 -4.494603 0.00 0.05 -0.07
H -1.142489 1.991275 -5.950520 -0.05 -0.03 0.00
H 0.270204 1.634391 -4.914902 -0.09 -0.04 -0.04
H -0.695550 3.066831 -4.599569 0.03 -0.04 0.01
S 0.322943 3.907291 1.287091 0.06 0.04 -0.01
C -0.677035 4.665261 2.360220 -0.04 -0.03 -0.02
N -0.757423 4.445678 3.693125 -0.05 -0.05 0.04
C -1.730089 5.283428 4.367757 0.00 0.00 -0.01
C -2.447888 5.964621 3.181969 0.02 0.02 0.00
N -1.582684 5.635083 2.061199 -0.01 0.00 0.01
H -0.098073 3.845149 4.151802 0.01 -0.01 -0.03
H -1.250557 6.015651 5.021557 0.03 0.02 -0.03
H -2.418481 4.687235 4.967730 0.00 0.02 0.02
H -2.514782 7.043462 3.321417 -0.04 0.00 0.01
H -3.458169 5.572507 3.043250 0.01 -0.05 0.00
H -1.861240 5.744337 1.101792 0.03 0.03 -0.01
C 4.176368 3.111076 -0.120692 -0.03 0.00 0.00
C 4.620499 1.702560 -0.451631 -0.04 -0.03 0.03
N 4.713475 1.440436 -1.771293 -0.07 -0.09 0.03
O 4.895548 0.889173 0.428423 0.01 0.00 0.02
H 5.056019 3.757092 -0.095495 0.00 0.00 0.00
H 3.712430 3.122358 0.864193 0.00 -0.01 0.00
H 3.494514 3.500028 -0.879447 0.02 0.01 -0.01
H 4.141284 1.998220 -2.418284 -0.04 0.01 -0.01
H 4.868359 0.479759 -2.039792 0.02 0.01 0.00
```
Positions in Å, forces in eV/Å.

Summary:
net charge = -1
HOMO-LUMO gap = 4.05 eV
ΔE to the lowest compared entry with this formula, charge and spin = 60.04 kJ/mol

---

[4]
C12H30CeClI2N2OP2 as an isolated structure, computed with ωB97M-V/def2-TZVPD.

```
51
Properties=species:S:1:pos:R:3:forces:R:3
I 1.060775 -5.881716 -2.487874 0.24 -0.02 0.72
I 2.003914 -6.266758 0.038917 -0.28 0.17 -0.69
Ce -0.115170 -0.045546 -0.348209 -0.58 1.81 -0.30
P 2.330884 0.870273 -0.683027 0.68 0.97 -0.39
C 3.391401 -0.442404 -1.329911 -0.16 0.03 0.22
C 2.053005 2.104981 -1.991828 0.10 -0.11 0.10
H 3.055590 2.533306 -2.207092 -0.65 -0.06 -0.14
H 3.994475 2.130948 0.328359 -0.24 -0.03 0.67
H 1.342576 2.872469 -1.624328 0.57 -0.39 -0.09
H 2.351738 2.460075 1.120685 0.59 -0.32 -0.27
H 2.899079 -0.920477 -2.207784 0.63 0.33 0.43
H 1.617727 1.616356 -2.887377 0.50 0.25 0.42
C 3.061791 1.698802 0.738982 -0.08 -0.22 -0.01
H 4.325794 0.103919 -1.596058 -0.33 -0.87 -0.02
H 3.241153 0.931976 1.515281 0.25 0.55 -0.24
H 3.533296 -1.191646 -0.519903 0.31 0.40 -0.65
P -2.388753 -0.607191 0.842223 -0.80 0.49 -0.05
C -2.726920 -2.370190 0.639476 0.10 0.14 0.11
C -2.528677 -0.058480 2.547235 0.03 -0.16 -0.10
H -3.312890 1.424978 -0.135315 -0.19 -0.49 0.19
H -4.543520 0.132712 0.246530 0.27 0.31 -0.47
H -3.495452 0.032808 -1.252205 -0.18 -0.03 0.69
C -3.547766 0.346953 -0.192367 -0.26 -0.13 0.09
H -2.249024 1.015380 2.602755 -0.40 -0.70 0.06
H -3.595707 -0.258355 2.769820 0.57 0.25 0.54
H -3.773412 -2.452058 1.013904 0.65 -0.63 -0.36
H -1.993166 -2.934076 1.257830 -0.77 0.10 -0.29
H -1.827529 -0.666436 3.152928 -0.64 0.33 -0.01
H -2.619630 -2.659532 -0.432698 -0.36 0.06 0.78
Cl -0.507726 2.328343 0.824377 0.43 -2.03 -0.53
C -0.347557 3.819892 -3.237600 0.43 -0.03 -0.22
N -1.118802 3.201978 -2.135743 0.44 0.09 0.43
C -2.150513 4.129850 -1.642725 -0.44 -0.09 0.51
C -3.116093 4.417631 -2.759315 0.16 0.91 -0.89
C -3.657865 3.125257 -3.361952 -0.45 0.91 0.14
N -2.771107 1.961162 -3.186614 -0.02 -0.56 0.20
C -3.327515 0.743368 -3.756186 0.47 -1.57 0.42
C -1.675595 1.984594 -2.468650 -0.48 -0.31 -0.59
O -1.123934 0.847814 -2.062552 0.29 0.58 -0.18
H 0.125665 4.728499 -2.839495 -0.21 -0.22 -0.12
H -0.986672 4.097086 -4.097943 0.56 -0.32 0.29
H 0.466559 3.142138 -3.529887 -0.56 0.37 -0.29
H -2.675164 3.670044 -0.786334 0.32 0.11 -0.21
H -1.656762 5.030444 -1.273734 -0.03 -0.10 -0.05
H -2.587721 5.011708 -3.548414 -0.70 -0.36 0.72
H -3.956198 5.021154 -2.403642 0.15 -0.03 -0.13
H -3.867215 3.265425 -4.424308 0.07 -0.22 0.05
H -4.622977 2.894335 -2.869831 0.49 -0.31 -0.25
H -4.302760 0.524106 -3.324878 -0.11 0.14 0.00
H -3.445465 0.814883 -4.835450 0.09 0.32 0.00
H -2.654897 -0.118036 -3.541710 -0.50 0.70 -0.26
```
Positions in Å, forces in eV/Å.

Summary:
net charge = +3
HOMO-LUMO gap (spin up / spin down) = 3.70 / 3.70 eV
ΔE to the lowest compared entry with this formula, charge and spin = 0.00 kJ/mol

---

[5]
CH5NO2 as an isolated structure, computed with ωB97M-V/def2-TZVPD.

```
9
Properties=species:S:1:pos:R:3:forces:R:3
O -1.441415 -1.312851 0.617254 1.14 -0.88 -1.41
C -0.460197 -1.444697 -0.146070 -0.80 0.66 2.10
N 0.371094 -0.425056 -0.365970 1.37 -5.12 -3.52
H -0.070500 -2.405293 -0.562085 -0.82 0.14 0.03
H 0.283931 0.520750 0.013997 -0.45 -2.37 -0.66
H 1.079843 -0.628068 -1.075192 -0.22 0.10 0.52
O 0.269646 1.550266 0.447585 -0.69 8.58 3.00
H -0.174133 1.862975 1.268268 0.35 -0.49 -0.56
H 0.141730 2.281972 -0.197787 0.12 -0.61 0.51
```
Positions in Å, forces in eV/Å.

Summary:
HOMO-LUMO gap = 9.27 eV
ΔE to the lowest compared entry with this formula, charge and spin = 211.68 kJ/mol

---

> What is the ΔE to the lowest compared entry with this formula, charge and spin in the third record?

60.04 kJ/mol